1.
Entry from the OMol25 dataset: a gas-phase ion, C5H11N2 (charge +1) (wB97M-V/def2-TZVPD).

Calculated values
HOMO energy = -14.192 eV
ΔE to the lowest compared entry with this formula, charge and spin = 300.3 kJ/mol
Total charge = +1
SMILES = C/C=N/C(=[NH2+])CC
Orbital gap = 9.8 eV

Structure (XYZ):
```
18
Properties=species:S:1:pos:R:3:forces:R:3:nbo_charge:R:1
H 1.5472 -2.0317 1.0023 -0.8 1.2 -1.6 0.47
H 3.5768 0.2159 -0.4475 -0.5 0.3 1.0 0.23
C 2.7755 0.8229 0.0444 0.3 -1.0 -1.6 -0.61
C -1.9125 -0.1796 0.2060 0.7 -0.3 1.2 0.13
N 0.7718 -1.5686 0.4308 0.3 -1.7 1.2 -0.69
H -1.6590 -0.4913 1.1932 0.2 -0.3 1.2 0.15
H 2.9588 1.8075 -0.2788 0.9 1.5 0.5 0.25
H 2.6767 0.7009 1.1050 0.2 0.1 0.4 0.22
C -3.3084 0.2330 0.0488 -2.0 -1.6 0.8 -0.68
N -1.0209 -0.1311 -0.6532 4.8 -0.6 -2.5 -0.42
H 0.6747 1.2746 -0.7248 0.9 1.2 -0.3 0.28
C 0.6745 -0.5169 -0.2773 -4.7 0.8 -0.2 0.66
H -3.8259 -0.3676 0.9402 0.4 1.0 -2.4 0.25
C 1.5124 0.5723 -0.7481 -1.2 -1.1 1.4 -0.53
H 1.8204 0.3932 -1.7495 -0.3 -0.1 -1.2 0.30
H -0.1237 -2.0607 0.4737 0.3 -0.1 0.5 0.44
H -3.7636 0.0783 -1.0025 0.7 0.4 2.0 0.27
H -3.3748 1.2487 0.4372 -0.1 0.3 -0.5 0.27
```
Forces are in eV/Å.

2.
Entry from the OMol25 dataset: 2 unconnected molecules or ions with the total composition C5H11N2 (wB97M-V/def2-TZVPD).

Calculated values
HOMO energy = -13.169 eV
ΔE to the lowest compared entry with this formula, charge and spin = 249.5 kJ/mol
Total charge = +1
Orbital gap = 9.5 eV

Structure (XYZ):
```
18
Properties=species:S:1:pos:R:3:forces:R:3:nbo_charge:R:1
H -0.2318 1.9169 1.7506 0.0 -0.9 -1.3 0.41
C 2.3389 -0.4436 1.0238 -0.5 0.6 2.5 -0.73
C -3.2790 0.1817 -0.9658 1.1 1.7 1.1 -0.62
C -1.2162 0.8028 0.4765 2.0 0.0 1.4 0.43
H 1.4650 0.1207 1.4295 0.4 -1.2 -0.4 0.27
H 1.1074 1.3169 -0.1680 1.0 -0.9 -1.3 0.45
H 3.3264 -0.4566 -0.9217 0.6 -1.0 -0.6 0.22
H 1.9995 1.2182 -1.8258 0.3 -0.5 1.2 0.44
H -3.4191 -0.6338 -1.6244 0.5 -1.1 -0.4 0.24
N -0.1217 1.2493 0.9281 -2.0 1.6 0.3 -0.76
C 2.5262 -0.0715 -0.3428 1.6 -1.4 -0.4 0.30
H 2.3599 -1.5300 1.3217 0.4 1.4 -0.5 0.28
H -4.0767 0.1477 -0.2804 -1.9 0.3 0.2 0.23
C -2.1847 0.0261 0.1487 -0.7 1.2 -3.4 -0.32
H 3.1216 0.2083 1.4838 0.3 -1.1 0.2 0.28
H -3.3295 1.1149 -1.5972 0.5 -0.8 1.1 0.24
H -2.2430 -0.8507 0.7137 -0.1 -1.3 0.9 0.26
N 1.9126 0.8801 -0.8450 -3.4 3.5 -0.7 -0.63
```
Forces are in eV/Å.

3.
Entry from the OMol25 dataset: a gas-phase ion, C5H11N2 (charge +1) (wB97M-V/def2-TZVPD).

Calculated values
HOMO energy = -14.181 eV
ΔE to the lowest compared entry with this formula, charge and spin = 222.8 kJ/mol
Total charge = +1
SMILES = [H]/N=C/C[NH+]=C(C)C
Orbital gap = 9.7 eV

Structure (XYZ):
```
18
Properties=species:S:1:pos:R:3:forces:R:3:nbo_charge:R:1
H -1.8650 1.4861 -0.3876 -0.6 -0.2 0.2 0.25
C -2.2043 0.4580 -0.1613 0.5 0.9 2.0 -0.69
H -0.1013 1.4155 1.0435 -0.1 0.2 -0.2 0.44
H 1.4012 -1.0555 0.4591 0.6 0.1 1.3 0.23
H -3.0350 0.4886 0.6762 1.9 -0.2 -1.5 0.29
H 1.9522 0.1415 1.7216 1.1 -0.1 2.6 0.24
C -0.8771 -0.2646 0.2437 -2.0 3.6 2.3 0.54
H -1.2654 -1.7678 -0.9174 -1.6 -0.7 -1.6 0.26
H -0.9908 -2.3526 0.5904 -1.1 -2.8 3.3 0.29
N 1.5249 1.5245 -0.9257 -4.6 1.0 2.0 -0.62
H 0.3241 -1.8148 -0.4701 -1.6 -0.2 1.0 0.24
H -2.6637 0.0805 -1.0579 0.1 -0.6 -0.2 0.26
C 2.1571 0.7063 -0.3248 0.0 -3.1 3.3 0.17
C 1.4384 -0.0419 0.8596 -1.2 0.6 -3.4 -0.29
H 1.8111 1.9318 -1.6994 2.3 2.4 -4.5 0.37
C -0.7316 -1.6339 -0.0400 4.3 0.8 -4.7 -0.72
N 0.0307 0.4245 0.9015 0.2 -1.5 -1.4 -0.43
H 3.0944 0.2739 -0.5113 1.7 -0.3 -0.5 0.18
```
Forces are in eV/Å.

4.
Entry from the OMol25 dataset: 2 unconnected molecules or ions with the total composition C5H11N2 (wB97M-V/def2-TZVPD).

Calculated values
HOMO energy (alpha / beta) = -9.062 / -14.405 eV
ΔE to the lowest compared entry with this formula, charge and spin = 407.1 kJ/mol
Total charge = +1
Orbital gap (alpha / beta) = 5.2 / 8.0 eV
Spin multiplicity = 3

Structure (XYZ):
```
18
Properties=species:S:1:pos:R:3:forces:R:3:mulliken_spin:R:1
C -2.6938 1.1675 0.4854 -3.3 1.2 -2.5 0.00
H 0.5970 -1.7400 -0.3734 -1.3 0.4 -0.5 -0.03
N -2.0752 -0.0078 0.2039 4.8 -4.0 -1.4 0.04
H 0.6522 1.4098 -0.6881 -1.7 0.7 -0.8 0.01
C 1.4755 0.7930 -0.8919 -1.3 -4.0 -1.9 0.03
C -0.5374 -2.0088 -0.3899 2.0 2.0 -1.7 0.05
H -0.7552 -2.3316 -1.4292 -0.1 -0.9 1.1 0.00
H -3.5286 1.0753 -0.2631 -0.2 0.5 1.0 0.00
H 1.6573 0.1794 -1.8527 -1.1 1.7 1.0 0.00
H -0.4529 -2.5198 0.5226 -0.9 -2.0 0.9 0.00
H 2.2708 1.4182 -0.7414 2.3 1.5 0.1 0.07
H 3.2926 0.9187 1.0120 -0.4 -0.5 -0.7 0.09
C 2.5415 0.1171 1.0107 2.6 -1.3 5.4 0.65
C -1.3329 -0.8503 -0.1225 -1.8 2.2 1.3 0.00
H -3.1205 1.1101 1.4536 -0.1 0.6 1.0 0.00
H -2.2533 2.0841 0.0951 0.9 -0.2 0.8 0.00
N 1.6324 -0.1803 0.1753 -0.7 1.6 -3.5 0.99
H 2.6304 -0.6345 1.7939 0.3 0.4 0.6 0.08
```
Forces are in eV/Å.

5.
Entry from the OMol25 dataset: a gas-phase ion, C5H11N2O (charge -1) (wB97M-V/def2-TZVPD).

Calculated values
HOMO energy = -2.283 eV
ΔE to the lowest compared entry with this formula, charge and spin = 59.7 kJ/mol
Total charge = -1
SMILES = N/C=C(\N)CCC[O-]
Orbital gap = 5.8 eV

Structure (XYZ):
```
19
Properties=species:S:1:pos:R:3:forces:R:3:nbo_charge:R:1
H 0.4501 0.1223 2.1966 0.1 0.3 -0.1 0.20
N -0.6173 2.4348 -2.2322 -0.3 0.1 0.0 -0.84
H -0.7206 3.3433 -1.7783 0.2 -0.1 -0.2 0.35
H -1.4520 -1.0919 -0.8697 0.3 0.2 0.2 0.39
C 0.7770 -0.2925 0.0921 0.2 0.1 -0.4 -0.44
H -1.5546 2.0530 -2.1824 0.0 0.0 -0.1 0.33
H -0.9522 -0.5257 1.4311 -0.2 -0.3 -0.1 0.18
C 0.1329 -0.6064 1.4494 0.4 0.3 0.5 -0.45
H 1.6893 0.2853 0.2607 0.0 0.0 -0.1 0.21
H 1.2826 2.0076 -1.4635 0.2 -0.1 0.6 0.19
O 0.6577 -1.9617 3.4069 -0.4 -0.2 -0.1 -0.94
H -0.0126 -2.7200 1.5599 0.2 -0.3 0.1 0.05
C 0.6376 -1.9533 2.0743 0.2 0.6 0.1 0.02
H -1.9540 0.2045 -1.7982 0.2 0.0 -0.1 0.36
C 0.2792 1.6174 -1.4486 -0.6 0.6 -0.3 -0.16
H 1.6747 -2.0635 1.6346 -0.2 -0.2 -0.2 0.05
N -1.3388 -0.1096 -1.0701 -0.7 0.0 0.1 -0.84
C -0.0920 0.4752 -0.8718 0.4 -0.6 0.3 0.16
H 1.1131 -1.2188 -0.3910 -0.2 -0.2 0.1 0.19
```
Forces are in eV/Å.

6.
Entry from the OMol25 dataset: a single C5H11N2O molecule (wB97M-V/def2-TZVPD).

Calculated values
HOMO energy (alpha / beta) = -8.878 / -8.881 eV
ΔE to the lowest compared entry with this formula, charge and spin = 287.2 kJ/mol
Total charge = 0
Orbital gap (alpha / beta) = 9.7 / 7.3 eV
Spin multiplicity = 2

Structure (XYZ):
```
19
Properties=species:S:1:pos:R:3:forces:R:3:mulliken_spin:R:1
H -1.7542 -1.7434 0.4462 0.0 -0.5 -1.4 0.00
C -1.6393 -1.8788 -0.6848 1.1 0.5 1.4 -0.01
H 0.2276 -2.4686 -1.5919 0.8 0.6 0.4 0.00
H 1.5179 -0.3629 -0.5561 1.8 2.1 -1.3 0.01
H 1.5360 3.5823 1.0652 0.8 -0.3 0.8 0.00
H 0.1715 1.3925 -0.4840 1.3 1.3 0.9 0.00
C 0.7797 1.9267 0.3394 1.8 1.9 0.6 0.00
O -2.4793 -1.1421 -1.4176 0.5 0.1 0.2 0.79
N 1.3194 3.1073 0.2136 -2.7 -1.7 -1.6 0.00
H -1.6041 -2.8937 -1.0441 -0.6 -0.8 0.3 0.03
H 0.4768 -0.8383 2.1782 -1.3 1.1 -2.2 0.00
C 0.8364 -0.9354 -0.0612 2.0 -3.3 3.5 0.01
C -0.0175 -1.5376 -1.0695 -4.5 1.2 -2.8 0.16
C 0.2898 -0.2220 1.1840 -0.4 0.7 0.8 0.00
H -0.7469 0.0535 0.7803 0.6 -0.7 2.0 0.00
H 1.5130 -1.7481 0.3192 -0.5 0.4 -0.1 0.00
N 0.9815 1.0927 1.4268 -1.7 -2.2 -3.0 0.00
H -0.2654 -0.7385 -1.8440 0.7 -1.1 0.5 0.00
H 1.1619 1.3846 2.3416 0.2 0.7 1.2 0.00
```
Forces are in eV/Å.

What did the third record say?
Entry from the OMol25 dataset: a gas-phase ion, C5H11N2 (charge +1) (wB97M-V/def2-TZVPD).

Calculated values
HOMO energy = -14.181 eV
ΔE to the lowest compared entry with this formula, charge and spin = 222.8 kJ/mol
Total charge = +1
SMILES = [H]/N=C/C[NH+]=C(C)C
Orbital gap = 9.7 eV

Structure (XYZ):
```
18
Properties=species:S:1:pos:R:3:forces:R:3:nbo_charge:R:1
H -1.8650 1.4861 -0.3876 -0.6 -0.2 0.2 0.25
C -2.2043 0.4580 -0.1613 0.5 0.9 2.0 -0.69
H -0.1013 1.4155 1.0435 -0.1 0.2 -0.2 0.44
H 1.4012 -1.0555 0.4591 0.6 0.1 1.3 0.23
H -3.0350 0.4886 0.6762 1.9 -0.2 -1.5 0.29
H 1.9522 0.1415 1.7216 1.1 -0.1 2.6 0.24
C -0.8771 -0.2646 0.2437 -2.0 3.6 2.3 0.54
H -1.2654 -1.7678 -0.9174 -1.6 -0.7 -1.6 0.26
H -0.9908 -2.3526 0.5904 -1.1 -2.8 3.3 0.29
N 1.5249 1.5245 -0.9257 -4.6 1.0 2.0 -0.62
H 0.3241 -1.8148 -0.4701 -1.6 -0.2 1.0 0.24
H -2.6637 0.0805 -1.0579 0.1 -0.6 -0.2 0.26
C 2.1571 0.7063 -0.3248 0.0 -3.1 3.3 0.17
C 1.4384 -0.0419 0.8596 -1.2 0.6 -3.4 -0.29
H 1.8111 1.9318 -1.6994 2.3 2.4 -4.5 0.37
C -0.7316 -1.6339 -0.0400 4.3 0.8 -4.7 -0.72
N 0.0307 0.4245 0.9015 0.2 -1.5 -1.4 -0.43
H 3.0944 0.2739 -0.5113 1.7 -0.3 -0.5 0.18
```
Forces are in eV/Å.

What did the third record say?
Entry from the OMol25 dataset: a gas-phase ion, C5H11N2 (charge +1) (wB97M-V/def2-TZVPD).

Calculated values
HOMO energy = -14.181 eV
ΔE to the lowest compared entry with this formula, charge and spin = 222.8 kJ/mol
Total charge = +1
SMILES = [H]/N=C/C[NH+]=C(C)C
Orbital gap = 9.7 eV

Structure (XYZ):
```
18
Properties=species:S:1:pos:R:3:forces:R:3:nbo_charge:R:1
H -1.8650 1.4861 -0.3876 -0.6 -0.2 0.2 0.25
C -2.2043 0.4580 -0.1613 0.5 0.9 2.0 -0.69
H -0.1013 1.4155 1.0435 -0.1 0.2 -0.2 0.44
H 1.4012 -1.0555 0.4591 0.6 0.1 1.3 0.23
H -3.0350 0.4886 0.6762 1.9 -0.2 -1.5 0.29
H 1.9522 0.1415 1.7216 1.1 -0.1 2.6 0.24
C -0.8771 -0.2646 0.2437 -2.0 3.6 2.3 0.54
H -1.2654 -1.7678 -0.9174 -1.6 -0.7 -1.6 0.26
H -0.9908 -2.3526 0.5904 -1.1 -2.8 3.3 0.29
N 1.5249 1.5245 -0.9257 -4.6 1.0 2.0 -0.62
H 0.3241 -1.8148 -0.4701 -1.6 -0.2 1.0 0.24
H -2.6637 0.0805 -1.0579 0.1 -0.6 -0.2 0.26
C 2.1571 0.7063 -0.3248 0.0 -3.1 3.3 0.17
C 1.4384 -0.0419 0.8596 -1.2 0.6 -3.4 -0.29
H 1.8111 1.9318 -1.6994 2.3 2.4 -4.5 0.37
C -0.7316 -1.6339 -0.0400 4.3 0.8 -4.7 -0.72
N 0.0307 0.4245 0.9015 0.2 -1.5 -1.4 -0.43
H 3.0944 0.2739 -0.5113 1.7 -0.3 -0.5 0.18
```
Forces are in eV/Å.

Number 4 is which compound? C5H11N2

Look up the ΔE to the lowest compared entry with this formula, charge and spin of the fourth one. 407.1 kJ/mol